# 1
DFT (ωB97M-V/def2-TZVPD) results for a cluster of 2 separate species, C8H20O4 in total at a distorted geometry.

- structure (SMILES) = OCCCCO.OCCCCO
- multiplicity = 1
- HOMO-LUMO gap (Eh) = 0.39025
- maximum force (Eh/bohr) = 0.048
- LUMO energy (hartree) = 0.0248

XYZ file:
```
32
Properties=species:S:1:pos:R:3:forces:R:3
H 0.113 0.812 -2.548 0.4835 -0.3748 0.0317
O 0.722 0.045 -2.542 -0.0092 0.7331 0.1816
C -1.658 3.042 -1.080 0.1432 -1.5054 0.5332
H -3.471 1.566 0.639 0.4431 -0.3233 0.7082
O -0.743 2.881 -2.133 0.1070 0.8053 -1.7348
O 4.040 -3.226 0.134 -0.8222 0.7529 0.5317
H -2.678 3.149 -1.497 0.1845 -0.1904 0.4341
H -0.961 3.599 -2.763 0.5932 -0.7533 0.2259
C 0.949 -0.327 -1.208 -0.1610 -1.5292 1.1302
H -2.326 2.712 1.395 -0.3859 -0.6027 0.3753
H 4.261 -2.524 0.781 0.1976 -0.5671 -0.6140
C -1.956 0.652 2.047 -1.0399 0.6288 2.1698
H 2.920 -1.272 -1.159 -0.5234 -0.0797 -0.4521
C 2.637 -3.477 0.404 0.2377 -0.6819 -0.1066
H -1.382 1.127 2.866 0.7948 0.2309 -1.2063
H 2.279 -4.215 -0.339 0.3732 0.3250 0.2704
H 0.001 -0.653 -0.738 0.0915 0.4198 -0.0985
H 2.618 -3.964 1.398 -0.4901 0.2519 -0.3265
C -2.434 1.681 1.008 1.4836 0.6506 -1.0987
H -1.917 0.835 -0.857 0.5530 0.5563 -0.3057
C 1.852 -1.550 -1.071 0.7898 -0.7349 0.4025
H -2.836 0.104 3.761 -0.2270 0.1118 -0.9903
H 2.252 -1.562 1.104 -0.5191 0.2363 -0.2231
H 0.749 -2.434 0.687 0.3834 0.0890 -0.2809
H 1.434 0.395 -0.523 -0.4269 0.4968 -0.6452
H 1.651 -2.351 -1.807 -0.0973 0.5682 0.1094
H -1.400 -0.249 1.725 -0.4614 0.4738 -0.4665
H -0.468 1.437 0.001 -0.5233 0.5888 -0.2567
C 1.776 -2.208 0.342 0.6113 0.0616 0.0572
H -1.388 4.003 -0.602 -0.3092 -0.7271 0.7318
C -1.514 1.681 -0.267 -1.3354 0.7776 0.6447
O -3.119 0.291 2.842 -0.1394 -0.6887 0.2680
```
Forces are in eV/Å.

Atomic partial charges in e from the Mulliken method, atoms 1 to 2:
1 H 0.27
2 O -0.56

***

# 2
DFT (ωB97M-V/def2-TZVPD) results for an isolated molecule of C4H8O2.

- structure (SMILES) = CO/C=C/CO
- multiplicity = 1
- HOMO-LUMO gap (Eh) = 0.36173
- maximum force (Eh/bohr) = 0.009
- LUMO energy (hartree) = 0.0350

XYZ file:
```
14
Properties=species:S:1:pos:R:3:forces:R:3
H -1.677 -1.106 1.088 -0.1930 0.0847 -0.0816
O -1.940 0.454 -0.290 0.0529 0.1039 -0.0775
H -2.247 -1.570 -0.538 0.0038 0.1011 0.1703
H 1.893 0.784 -1.208 -0.0058 0.0165 0.1845
C -2.308 -0.804 0.247 -0.1618 -0.1859 0.1470
C -0.615 0.643 -0.523 0.3195 -0.0208 -0.0106
H -3.338 -0.706 0.594 0.1439 -0.0397 -0.0935
H 2.256 -0.739 -0.379 -0.0004 0.1807 0.0198
C 1.824 0.265 -0.239 -0.2131 -0.1846 -0.3548
C 0.395 0.108 0.158 -0.0983 -0.0020 -0.0141
O 2.521 0.958 0.785 0.3013 0.0679 0.0417
H 0.220 -0.480 1.054 0.0115 -0.0348 -0.1616
H -0.450 1.320 -1.363 -0.0239 -0.1429 0.1537
H 3.466 0.872 0.613 -0.1365 0.0560 0.0767
```
Forces are in eV/Å.

Atomic partial charges in e from the Mulliken method, atoms 1 to 2:
1 H 0.27
2 O -0.35

***

# 3
DFT (ωB97M-V/def2-TZVPD) results for an isolated molecule of C5H8N2.

- multiplicity = 1
- HOMO-LUMO gap (Eh) = 0.30194
- maximum force (Eh/bohr) = 0.010
- LUMO energy (hartree) = 0.0206

XYZ file:
```
15
Properties=species:S:1:pos:R:3:forces:R:3
N 0.641 -0.852 1.004 0.0217 0.0728 -0.1048
C -1.138 0.134 -0.108 0.3142 -0.2297 0.3104
H 1.084 -1.482 1.665 -0.0498 0.1287 -0.0822
C 0.477 1.671 -1.597 -0.0273 0.0331 -0.0063
H -0.021 -0.418 -1.409 0.2654 -0.0991 -0.1729
H 2.346 -0.056 0.070 -0.1619 -0.0593 -0.0403
C 1.264 -0.126 0.111 -0.2555 -0.1119 -0.0114
H 1.338 1.517 -2.259 -0.1262 0.0408 0.1254
N -1.501 -1.562 1.782 -0.2180 0.1619 -0.0115
C 0.210 0.448 -0.739 0.0520 0.1400 -0.0296
H -0.406 1.861 -2.211 0.1258 0.0057 0.0776
H 0.666 2.563 -0.993 -0.0634 -0.1460 -0.0167
C -0.768 -0.737 0.884 -0.0409 0.1544 -0.1153
H -1.907 -1.001 2.525 0.0546 -0.0820 -0.0225
H -2.285 -1.961 1.274 0.1093 -0.0093 0.1002
```
Forces are in eV/Å.

Atomic partial charges in e from the Mulliken method, atoms 1 to 2:
1 N 0.02
2 C -1.32

***

# 4
DFT (ωB97M-V/def2-TZVPD) results for a structure of composition C23H40Br2CrN4OSi2Te at a distorted geometry.

- multiplicity = 5
- HOMO-LUMO gap (alpha / beta) (Eh) = 0.16124 / 0.16082
- maximum force (Eh/bohr) = 0.058
- LUMO energy (alpha / beta) (hartree) = -0.0052 / -0.0056

XYZ file:
```
74
Properties=species:S:1:pos:R:3:forces:R:3
C 5.600 3.759 1.088 0.1410 -1.7961 0.0589
C -1.227 -2.237 -2.833 -1.0749 -0.1706 -1.9584
H -3.648 -1.255 3.498 -0.1015 -0.3330 -0.7300
C 3.853 2.044 -0.277 -0.6969 1.6817 1.8103
C 4.233 4.004 1.043 -0.0762 -2.1641 -1.2170
H -0.762 5.245 1.477 -0.0267 -0.1157 -0.6815
C 2.591 -3.692 -0.675 -0.7450 0.2420 -0.8627
H -4.352 0.208 -0.288 0.2016 -0.3350 0.2240
C 1.604 -1.715 -3.154 -0.6719 0.4087 -2.4234
C -0.168 0.565 -2.282 -0.4658 0.6022 -1.2267
H -2.145 -1.622 -3.063 0.8411 -0.4181 0.4837
H -1.892 4.074 -3.209 0.1704 -0.2776 0.2915
N 3.365 3.114 0.433 1.0812 1.9979 -0.6038
C 2.371 -1.838 1.758 -1.2795 1.3762 -0.1399
C 6.077 2.538 0.501 0.1960 0.5810 -0.2092
C -3.249 -2.869 0.571 1.4937 -0.5162 -2.5076
H -0.848 -1.503 0.261 -0.2199 0.5371 -0.1641
N -0.117 4.351 -0.345 -1.0303 1.6290 0.2927
H -0.027 1.140 -1.391 0.8623 0.2652 0.8692
Si 0.210 -1.279 -2.066 -1.7820 -0.5857 1.0277
H 0.365 1.063 -3.131 -0.3254 -0.3226 0.5295
H 2.823 -4.644 -0.215 0.5668 -0.3906 -0.0776
H -0.395 -3.504 1.933 0.2954 -0.6804 -0.3234
Te 0.424 1.350 1.968 -0.0888 0.3978 0.6556
H -3.732 5.006 -1.697 1.2239 -0.0811 -0.0519
H 0.716 -0.587 0.093 -0.2408 -0.6290 -0.0136
H 2.251 -0.893 -2.929 1.1231 0.4764 -0.4578
H -0.951 -2.664 -3.862 -0.2005 0.4043 1.3639
H -0.211 -4.814 0.657 0.2834 0.6128 0.4194
Br 3.592 5.666 1.716 -0.1365 -0.7685 -0.1045
H -2.202 0.243 2.566 0.5538 -1.3002 -0.3512
C -4.391 -0.782 0.187 0.8844 -0.7839 0.5390
C -3.610 -2.789 2.039 0.1832 -0.3372 0.0565
H 7.792 1.707 -0.235 -1.1908 0.6021 0.9307
C -2.384 5.128 -0.023 2.5045 -0.0674 0.2348
H -3.933 -3.488 -0.059 -0.1228 0.5605 0.8549
Br -3.538 5.338 1.460 -0.5877 0.3971 -0.6077
H 0.930 -4.736 2.049 -0.5066 0.4036 -0.4597
H 5.535 0.719 -0.451 -0.0853 0.0796 -0.4603
H 2.106 -2.646 -3.052 0.3616 -0.5786 0.3212
C -2.665 4.891 -1.383 -1.1387 -0.7931 1.3901
C -2.161 -0.805 2.123 -0.3622 1.2353 0.3670
H -4.583 0.427 1.923 0.6488 0.8176 0.8345
C 0.330 -1.566 -0.272 1.8493 -0.2013 -0.9054
H -1.244 0.779 -2.409 0.1474 -0.4863 -0.4781
H -1.756 0.111 0.140 -0.3280 -0.1111 0.3827
H 3.058 -2.359 2.375 0.7364 -0.4555 0.7172
N -3.532 -1.361 2.475 -0.2186 -0.2079 0.3526
Cr 1.273 3.283 0.726 0.3645 -0.4488 0.2283
H 6.235 4.316 1.751 0.3283 0.4840 -0.3370
O 7.437 2.255 0.511 -0.6278 0.2300 -0.0824
C -4.588 -0.623 1.756 -1.5759 -0.0713 -1.4926
H 1.999 -3.905 -1.621 0.8506 0.0217 1.0899
C -0.442 4.003 -1.608 0.9917 -0.3101 0.1043
Si 1.356 -2.844 0.514 1.5211 1.8268 -1.3074
H -5.605 -0.948 2.080 0.8721 -0.2032 -0.1183
H 3.085 1.570 -0.885 0.4094 -0.4988 0.3644
C -2.002 -0.845 0.619 -0.6631 0.1129 0.3559
H 2.870 -0.986 1.244 0.0610 -0.7649 -0.0685
H 1.651 -1.236 2.377 0.4857 -0.8643 -0.0988
C 5.167 1.683 -0.127 0.8691 -0.2831 -0.3077
H 0.370 3.483 -2.167 -0.9466 0.4208 0.4314
C -1.679 4.250 -2.156 -0.7289 1.3308 -0.1920
H 1.217 -1.695 -4.245 0.7912 0.3952 1.5469
H -2.282 -3.437 0.432 -0.7140 1.0064 0.2656
H -1.474 -1.477 2.709 -0.1752 0.6972 -0.3288
N -3.104 -1.523 -0.072 -1.2021 -0.1084 1.3435
C 0.331 -4.114 1.336 -0.6058 -1.1981 1.1882
C -1.028 5.020 0.433 -0.8666 -1.6241 -1.5876
H 3.512 -3.103 -0.952 -0.9728 -0.6313 0.3972
H -2.980 -3.444 2.648 0.0567 0.4628 0.0912
H -5.226 -1.324 -0.248 -0.1880 -0.1873 -0.0545
H -4.616 -3.109 2.132 -1.0835 -0.2101 0.5597
H -1.581 -3.069 -2.218 0.1025 0.0140 0.0170
```
Forces are in eV/Å.

Atomic partial charges in e from the Mulliken method, atoms 1 to 2:
1 C -0.56
2 C -1.11

***

# 5
DFT (ωB97M-V/def2-TZVPD) results for a cluster of 2 separate species, H4NS in total at a distorted geometry.

- multiplicity = 1
- HOMO-LUMO gap (Eh) = 0.26589
- total charge = -1
- maximum force (Eh/bohr) = 0.036
- LUMO energy (hartree) = 0.1741

XYZ file:
```
6
Properties=species:S:1:pos:R:3:forces:R:3
H 0.675 -2.165 -0.247 -0.0089 0.6080 0.1820
H -1.141 2.280 0.341 -0.7459 0.0664 -0.2678
H -1.245 2.100 -1.261 -0.0780 -0.4825 0.5853
H -0.550 1.033 -0.251 0.2439 -1.3594 -0.5292
S 0.749 -0.894 0.253 0.2970 -0.6825 -0.0930
N -1.389 1.578 -0.376 0.2919 1.8499 0.1228
```
Forces are in eV/Å.

Atomic partial charges in e from the Mulliken method, atoms 1 to 2:
1 H -0.05
2 H 0.19

***

# 6
DFT (ωB97M-V/def2-TZVPD) results for a cluster of 2 separate species, C4H13ClSi2 in total at a distorted geometry.

- multiplicity = 1
- HOMO-LUMO gap (Eh) = 0.27235
- maximum force (Eh/bohr) = 0.064
- LUMO energy (hartree) = -0.0132

XYZ file:
```
20
Properties=species:S:1:pos:R:3:forces:R:3
H -1.228 0.821 2.422 -0.6119 0.5980 0.8042
H -1.847 -2.476 -1.368 -0.2865 0.4113 0.2962
H -0.312 2.474 2.770 -0.7131 -0.4118 0.0979
H -3.057 -2.811 -0.091 1.2811 0.5012 -0.2020
Cl 2.178 -0.180 -3.474 0.4293 0.4913 0.5526
H 3.090 -0.269 -0.837 0.3526 0.3136 0.4176
H 0.441 2.350 0.452 0.5831 0.4178 -0.6719
H -1.897 -1.279 1.444 0.5446 0.6862 -0.8994
H 3.948 1.841 -2.159 -0.4634 -0.4734 0.5505
Si 3.652 0.371 -2.025 -0.2837 -0.2757 -2.2281
C -1.807 -1.069 0.324 -1.0158 1.6242 2.1700
C -2.001 -2.419 -0.273 -0.5812 -2.9489 -1.3624
H -2.723 -0.394 0.201 0.9930 -0.8442 -0.2548
Si -0.203 -0.072 -0.087 0.0989 0.6041 0.2781
C -0.462 1.551 2.199 1.5836 -0.7727 -2.1699
C -0.459 1.798 0.614 -0.6840 -1.8186 1.0855
H 4.830 -0.256 -2.689 -0.0408 -0.0604 0.6826
H -1.314 -3.282 0.044 -0.6775 1.5430 0.2246
H 0.484 0.959 2.335 -0.4960 0.4543 0.3024
H -1.314 2.341 0.199 -0.0121 -0.0394 0.3264
```
Forces are in eV/Å.

Atomic partial charges in e from the Mulliken method, atoms 1 to 2:
1 H 0.28
2 H 0.32